C5H10FO | the ωB97M-V functional and the def2-TZVPD basis

Results
Net charge ... +1
Spin multiplicity ... 1
Lowest unoccupied orbital energy ... -0.223 hartree
Highest occupied orbital energy ... -15.85 eV
Orbital gap ... 9.794 eV
Maximum force ... 7.264 eV/A

Positions of all 17 atoms, in Å:
C1 -0.84876 -0.09833 0.33692
C2 0.47107 -0.09484 1.01870
C3 -2.14244 -0.32916 -1.72150
C4 2.56639 0.73115 1.45722
C5 -0.64636 -0.21427 -1.21799
O1 1.27599 0.88565 0.98020
F1 -1.43048 -1.25499 0.85947
H1 -1.50366 0.81883 0.61119
H2 0.83244 -0.98875 1.62980
H3 -1.93831 -0.36603 -2.85494
H4 -2.64990 0.49648 -1.44011
H5 -2.55263 -1.13114 -1.31514
H6 2.75086 -0.09670 2.14229
H7 3.33853 0.60504 0.57862
H8 2.82690 1.65767 1.85407
H9 -0.10172 0.56664 -1.63825
H10 -0.24793 -1.18725 -1.28055

Atom charges from the Mulliken analysis, given in e for atoms 1 to 4: 0.18 0.05 -1.26 -0.61


C5H10IN2 | the ωB97M-V functional and the def2-TZVPD basis

Results
Net charge ... +1
Spin multiplicity ... 1
Lowest unoccupied orbital energy ... -0.123 hartree
Highest occupied orbital energy ... -13.47 eV
Orbital gap ... 10.135 eV
Maximum force ... 1.005 eV/A

Positions of all 18 atoms, in Å:
C1 1.85491 0.13247 -0.00190
C2 1.16917 1.49550 -0.00178
C3 -0.28603 -0.49997 -0.00115
C4 -0.99028 -0.97415 -1.25690
C5 -0.97673 -0.93889 1.27535
N1 1.06841 -0.84477 -0.00211
N2 -0.26012 1.13007 -0.02322
I1 3.92108 -0.02101 0.00119
H1 1.44078 2.05538 0.89483
H2 1.46510 2.07272 -0.87910
H3 -0.49510 -0.60311 -2.15149
H4 -2.03504 -0.67548 -1.25671
H5 -0.94712 -2.06010 -1.28657
H6 -0.49176 -0.51578 2.15220
H7 -0.90282 -2.02070 1.35222
H8 -2.02919 -0.66980 1.26382
H9 -0.77041 1.48211 0.79014
H10 -0.73483 1.45549 -0.86881

Atom charges from the Mulliken analysis, given in e for atoms 1 to 4: -0.17 -0.48 1.06 -1.52


C5H10N | the ωB97M-V functional and the def2-TZVPD basis

Results
Net charge ... +1
Spin multiplicity ... 1
Lowest unoccupied orbital energy ... -0.119 hartree
Highest occupied orbital energy ... -14.58 eV
Orbital gap ... 11.332 eV
Maximum force ... 4.254 eV/A

Positions of all 16 atoms, in Å:
C1 0.27744 -1.69446 -0.45228
C2 0.69633 -0.59835 0.22688
C3 -0.48492 -0.87260 -1.44495
C4 1.28525 -0.13050 1.50034
C5 -0.90275 1.36777 -0.21535
N1 0.04285 0.37146 -0.68290
H1 0.35798 -2.82567 -0.34619
H2 -0.12029 -0.90557 -2.39466
H3 -1.57260 -0.95356 -1.16375
H4 2.26540 -0.50631 1.71396
H5 0.73502 -0.42642 2.34925
H6 1.11115 0.89321 1.37725
H7 -1.73889 0.93111 0.23910
H8 -0.43602 2.16654 0.36644
H9 -1.30676 1.69849 -1.24147
H10 0.74410 0.83946 -1.28455

Atom charges from the Mulliken analysis, given in e for atoms 1 to 4: -0.27 0.27 -0.35 -1.18


C5H10N | the ωB97M-V functional and the def2-TZVPD basis

Results
Net charge ... +1
Spin multiplicity ... 1
Lowest unoccupied orbital energy ... -0.198 hartree
Highest occupied orbital energy ... -12.96 eV
Orbital gap ... 7.589 eV
Maximum force ... 0.540 eV/A

Positions of all 16 atoms, in Å:
C1 -0.34420 0.52229 2.55173
C2 0.10242 -0.30711 1.61576
C3 1.22339 0.02253 0.73069
C4 1.67588 -0.79264 -0.22647
H1 0.10157 1.49658 2.71288
H2 -1.18942 0.23162 3.15846
H3 -0.32338 -1.30398 1.54351
H4 1.72129 0.96100 0.95733
H5 2.45730 -0.47840 -0.90344
H6 1.25638 -1.78796 -0.32824
C5 -1.06316 0.58930 -2.48957
N1 -1.16970 -0.16239 -1.47286
H7 -1.94023 0.85953 -3.06349
H8 -0.07741 0.95732 -2.75096
H9 -0.35123 -0.29792 -0.85089
H10 -2.07949 -0.50977 -1.18444

Atom charges from the Mulliken analysis, given in e for atoms 1 to 4: -0.85 0.27 -0.16 -1.08


C5H10N | the ωB97M-V functional and the def2-TZVPD basis

Results
Net charge ... +1
Spin multiplicity ... 1
Lowest unoccupied orbital energy ... -0.201 hartree
Highest occupied orbital energy ... -14.10 eV
Orbital gap ... 8.622 eV
Maximum force ... 4.901 eV/A

Positions of all 16 atoms, in Å:
C1 1.57575 0.98968 -1.46863
C2 1.29719 0.00353 -2.26315
C3 -1.42825 1.25230 0.88150
C4 0.09418 -2.02969 0.37036
C5 -0.00132 -0.89866 -0.60353
N1 1.32203 -0.31427 -0.79948
H1 1.49446 2.07607 -1.19193
H2 1.35200 -0.48662 -3.19240
H3 -0.58584 0.57974 0.53735
H4 -1.10066 2.21391 1.31155
H5 -2.08350 0.67888 1.59004
H6 -0.18832 -2.94614 0.10886
H7 -0.62278 -1.77820 1.14804
H8 1.07805 -1.99982 0.71006
H9 -2.00968 1.48383 -0.05190
H10 2.22552 -0.72546 -0.31579

Atom charges from the Mulliken analysis, given in e for atoms 1 to 4: -0.11 -0.05 -0.65 -0.91


C5H10N | the ωB97M-V functional and the def2-TZVPD basis

Results
Net charge ... +1
Spin multiplicity ... 1
Lowest unoccupied orbital energy ... -0.118 hartree
Highest occupied orbital energy ... -15.19 eV
Orbital gap ... 11.973 eV
Maximum force ... 5.738 eV/A

Positions of all 16 atoms, in Å:
C1 -0.55723 1.48933 -0.36897
C2 0.51621 1.39644 0.39829
C3 -0.65660 -0.03039 -0.32945
C4 -1.91466 -0.65076 0.21925
C5 1.76355 -0.65889 -0.23346
N1 0.61793 -0.07960 0.49641
H1 -1.08083 2.26851 -0.86193
H2 1.40502 1.91520 0.87416
H3 -0.48498 -0.28404 -1.48660
H4 -1.76844 -0.22704 1.27850
H5 -1.74504 -1.67811 0.24968
H6 -2.83840 -0.35862 -0.32961
H7 2.11658 -0.23870 -1.10575
H8 2.70199 -0.70804 0.31552
H9 1.48265 -1.66972 -0.53426
H10 0.44223 -0.48555 1.41821

Atom charges from the Mulliken analysis, given in e for atoms 1 to 4: -0.25 -0.45 0.01 -1.17


C5H10N | the ωB97M-V functional and the def2-TZVPD basis

Results
Net charge ... +1
Spin multiplicity ... 3
Lowest unoccupied orbital energy (alpha / beta) ... -0.112 / -0.254 hartree
Highest occupied orbital energy (alpha / beta) ... -12.81 / -16.08 eV
Orbital gap (alpha / beta) ... 9.767 / 9.169 eV
Maximum force ... 6.591 eV/A
Expectation value of S² ... 2.03

Positions of all 16 atoms, in Å:
C1 0.37369 -0.48650 0.04266
C2 1.62516 -0.11711 -0.19319
C3 3.04252 0.06685 -0.12360
C4 -1.97820 -0.94734 0.06194
C5 -1.22352 1.30800 0.10183
N1 -0.90646 -0.12723 0.22826
H1 0.50742 -1.59204 0.06006
H2 3.13776 1.13503 -0.58654
H3 3.41914 -0.67536 -0.69823
H4 3.48910 0.09765 0.94909
H5 -2.66394 -0.83760 -0.80850
H6 -1.54756 -2.00508 0.05988
H7 -2.65663 -1.01228 0.99381
H8 -0.18384 1.76808 0.01236
H9 -1.94128 1.52075 -0.65318
H10 -1.75832 1.78723 1.00541

Atom charges from the Mulliken analysis, given in e for atoms 1 to 4: 1.15 -0.63 -1.11 -0.79


C5H10N | the ωB97M-V functional and the def2-TZVPD basis

Results
Net charge ... +1
Spin multiplicity ... 3
Lowest unoccupied orbital energy (alpha / beta) ... -0.123 / -0.237 hartree
Highest occupied orbital energy (alpha / beta) ... -9.64 / -15.52 eV
Orbital gap (alpha / beta) ... 6.300 / 9.077 eV
Maximum force ... 8.022 eV/A
Expectation value of S² ... 2.01

Positions of all 16 atoms, in Å:
C1 -0.32825 0.05766 0.26868
C2 -1.47751 0.05959 -0.46952
C3 2.14258 -0.80074 -0.01119
C4 1.01506 0.05806 -0.41721
C5 -2.87743 -0.04282 0.13266
N1 2.21831 0.71653 0.19508
H1 -0.52901 -0.15675 1.32423
H2 -1.36123 0.18869 -1.49755
H3 2.16797 -1.46742 0.89824
H4 2.68107 -1.16111 -0.83258
H5 0.81301 0.35911 -1.47576
H6 -3.43249 -0.94082 0.08537
H7 -2.55151 -0.16977 1.14526
H8 -3.48366 0.90519 -0.10698
H9 2.15110 1.15078 1.12414
H10 2.85200 1.24381 -0.36286

Atom charges from the Mulliken analysis, given in e for atoms 1 to 4: -0.28 -0.40 -0.47 0.26